{
  "formula": "C6H10N7",
  "method": "the ωB97M-V functional and the def2-TZVPD basis",
  "e_lumo_ev": [-3.714, -5.158],
  "energy_ha": -617.49138,
  "total_charge": 1,
  "e_above_lowest_kj_mol": 408.1,
  "largest_force_ev_per_a": 4.0,
  "e_homo_ev": [-11.812, -12.651],
  "symbols": ["H", "C", "C", "H", "N", "H", "N", "H", "H", "C", "H", "C", "N", "H", "C", "H", "N", "H", "N", "C", "H", "N", "N"],
  "positions_angstrom": [[-0.45383, -2.83659, -1.31152], [0.30731, -2.19609, -1.41389], [1.28982, 2.43999, 1.35055], [2.01592, 3.19953, 1.37745], [1.24233, -2.31555, -2.26713], [-1.82404, -1.32872, 1.57660], [0.37641, -0.99038, -0.73939], [2.90104, -1.07042, -2.60218], [-2.56806, 0.04115, -1.54921], [-0.29256, -0.55184, 0.41367], [-2.40070, 0.63151, 0.09617], [1.92372, -1.17958, -2.22121], [0.47659, 2.29901, 2.36908], [-2.12243, 1.90464, -1.15870], [-2.31803, 0.80654, -0.88871], [-1.26736, 1.04987, 2.46750], [0.13940, 0.65256, 0.99492], [-0.66888, -2.46541, 1.12921], [-0.80215, -1.44976, 1.30554], [-0.29843, 1.25372, 2.10330], [1.69848, 1.05975, -0.23451], [1.43595, -0.35812, -1.36515], [1.20948, 1.40416, 0.56763]],
  "nbo_charge": [0.21, 0.22, 0.25, 0.25, -0.42, 0.41, -0.23, 0.23, 0.18, 0.51, 0.13, 0.20, -0.41, 0.20, -0.48, 0.24, -0.16, 0.42, -0.82, 0.24, 0.48, -0.35, -0.31]
}



{
  "formula": "C6H10NO",
  "method": "the ωB97M-V functional and the def2-TZVPD basis",
  "e_lumo_ev": -5.397,
  "energy_ha": -364.28702,
  "smiles": "C=[NH+]C(=C)CCC=O",
  "total_charge": 1,
  "e_above_lowest_kj_mol": 158.1,
  "largest_force_ev_per_a": 2.1,
  "e_homo_ev": -12.962,
  "symbols": ["C", "C", "N", "H", "H", "H", "H", "C", "C", "H", "C", "H", "H", "H", "H", "C", "O", "H"],
  "positions_angstrom": [[-0.35557, 0.34521, -0.45111], [-1.65919, 0.07073, 2.65761], [-0.66105, -0.22912, 1.95361], [-0.31307, -0.15837, -3.12281], [1.60490, -0.68789, -0.79388], [-0.79146, 1.24704, -0.88431], [-1.12041, -0.42788, -0.51111], [0.67491, 1.68674, 1.44352], [-0.03601, 0.68103, 0.98450], [-0.24792, -1.16216, 1.95860], [0.44938, -0.72722, -2.55082], [0.98454, 1.85755, 2.46380], [-2.06991, -0.65712, 3.35410], [1.45448, 0.84539, -1.54505], [-2.31210, 0.91446, 2.54902], [0.87874, -0.02831, -1.26231], [0.84795, -1.80488, -2.87864], [0.95651, 2.51649, 0.80461]],
  "nbo_charge": [-0.46, 0.15, -0.40, 0.11, 0.23, 0.26, 0.23, -0.33, 0.12, 0.45, 0.44, 0.23, 0.23, 0.24, 0.24, -0.51, -0.47, 0.24]
}



{
  "formula": "C6H10NO2",
  "method": "the ωB97M-V functional and the def2-TZVPD basis",
  "e_lumo_ev": -3.522,
  "energy_ha": -439.48540,
  "total_charge": 1,
  "e_above_lowest_kj_mol": 206.4,
  "largest_force_ev_per_a": 5.2,
  "e_homo_ev": -12.269,
  "symbols": ["H", "H", "H", "O", "H", "N", "H", "H", "C", "C", "C", "H", "O", "C", "H", "C", "C", "H", "H"],
  "positions_angstrom": [[0.66958, -1.42177, -0.21652], [1.99859, 0.92861, -1.57920], [-1.83142, 1.29877, -1.24403], [-0.87476, -0.08248, 2.15402], [-2.39951, 0.75059, 1.07984], [-0.92674, 0.73929, -1.34241], [0.06657, -0.38997, 2.05333], [0.05752, 1.59631, -2.96148], [0.73356, -1.08295, 3.53880], [0.73360, -0.32459, -0.17583], [1.30540, 0.12848, -1.63242], [-1.41936, -0.86151, 2.24093], [0.96378, -1.88167, 4.29005], [-0.56967, 0.35178, -0.14210], [1.71678, -0.72575, -2.22350], [0.02035, 0.64519, -2.35403], [-1.31640, 0.51091, 0.95712], [1.46112, -0.04777, 0.67145], [-0.38900, -0.13147, -3.11403]],
  "nbo_charge": [0.25, 0.23, 0.42, -0.62, 0.22, -0.54, 0.53, 0.23, 0.48, -0.49, -0.38, 0.54, -0.38, 0.20, 0.24, -0.22, -0.15, 0.23, 0.20]
}



{
  "formula": "C6H10NO2",
  "method": "the ωB97M-V functional and the def2-TZVPD basis",
  "e_lumo_ev": [-4.829, -4.689],
  "energy_ha": -439.25145,
  "spin_multiplicity": 3,
  "total_charge": 1,
  "s2": 2.04,
  "e_above_lowest_kj_mol": 495.4,
  "largest_force_ev_per_a": 13.0,
  "e_homo_ev": [-12.496, -13.411],
  "symbols": ["H", "C", "H", "H", "O", "H", "H", "H", "N", "H", "C", "C", "C", "C", "H", "C", "H", "H", "O"],
  "positions_angstrom": [[1.65006, -1.28787, 1.59120], [-0.62921, -0.09785, -0.98385], [1.95370, 1.83583, 0.36175], [-2.63210, 0.23286, -0.00638], [5.17897, -0.10833, -0.70327], [-1.84820, -1.27323, 0.38384], [-0.69016, 0.78295, -1.62782], [-0.67588, 0.27186, 2.22006], [1.64994, 1.01058, -0.22419], [1.39857, -2.08433, -0.03945], [-1.69341, -0.20027, 0.11125], [2.48986, -0.23777, -0.11125], [1.47696, -1.06162, 0.46920], [0.40656, 0.04512, 0.14133], [-0.76587, 1.63555, 0.95164], [-0.60191, 0.50357, 1.08934], [1.61373, 1.60053, -1.11530], [-0.44250, -0.86310, -1.63682], [3.73021, -0.40375, -0.30455]],
  "mulliken_spin": [-0.01, 0.00, 0.00, 0.00, 1.78, 0.00, 0.00, 0.00, 0.00, -0.01, 0.00, -0.02, 0.01, 0.00, 0.00, 0.00, 0.00, 0.00, 0.24]
}



{
  "formula": "C6H10NO2P",
  "method": "the ωB97M-V functional and the def2-TZVPD basis",
  "e_lumo_ev": [0.066, 0.066],
  "energy_ha": -781.03314,
  "total_charge": 0,
  "e_above_lowest_kj_mol": 479.0,
  "largest_force_ev_per_a": 1.9,
  "e_homo_ev": [-8.131, -8.132],
  "symbols": ["C", "C", "C", "H", "C", "N", "H", "C", "H", "O", "H", "H", "H", "H", "C", "H", "H", "P", "H", "O"],
  "positions_angstrom": [[0.35340, 1.16863, 0.24539], [-0.11589, -0.07282, 1.02368], [-0.43330, -0.05260, -1.68429], [0.23931, 2.02346, -1.74604], [0.60645, -1.38432, 0.63986], [0.70008, -2.42387, -1.64775], [-1.19308, -0.19644, 0.90098], [0.07556, -2.20712, -0.50113], [-1.31118, -0.35185, -2.22946], [2.39556, -0.17325, -1.83504], [0.08484, 0.10119, 2.08285], [1.64758, -1.14006, 0.40992], [-1.33791, 1.72911, -1.00116], [0.59802, -2.04158, 1.51481], [-0.33118, 1.32400, -1.12553], [0.14970, 2.05948, 0.84373], [-0.69884, -2.93043, -0.25230], [1.00412, -0.90677, -2.16363], [1.43450, 1.10727, 0.10098], [2.22314, -0.67578, -3.20732]],
  "nbo_charge": [-0.39, -0.39, -0.79, 0.22, -0.50, -0.87, 0.21, 0.26, 0.25, -0.54, 0.21, 0.22, 0.21, 0.23, -0.45, 0.21, 0.18, 2.01, 0.20, -0.49]
}



{
  "formula": "C6H10NO2S",
  "method": "the ωB97M-V functional and the def2-TZVPD basis",
  "e_lumo_ev": 3.680,
  "energy_ha": -837.96661,
  "total_charge": -1,
  "e_above_lowest_kj_mol": 247.4,
  "largest_force_ev_per_a": 4.2,
  "e_homo_ev": -3.524,
  "symbols": ["C", "O", "N", "C", "O", "C", "H", "H", "H", "S", "H", "H", "H", "H", "H", "H", "C", "H", "C", "C"],
  "positions_angstrom": [[-0.33178, -1.79332, 1.65904], [-1.28133, -1.78483, -2.01427], [-0.49467, 0.21935, -0.63058], [-0.11808, -1.32160, 2.71917], [1.11983, -1.29442, -1.88218], [-0.02756, 1.38387, -0.51955], [-1.00455, -2.63853, -0.12383], [0.52712, 1.74335, 1.40561], [1.01317, 1.49095, -2.38493], [-0.21994, -0.75760, -2.17512], [-0.14855, 3.23377, 0.76426], [0.63824, 3.27779, -1.77787], [0.61524, -2.86520, 0.15308], [-1.24395, 2.02968, 1.33755], [-0.70868, -3.78144, 1.07362], [1.84759, 2.06266, -1.06262], [-0.37761, -2.77214, 0.63980], [-0.42057, -0.69377, 3.50205], [0.89110, 2.15869, -1.53365], [-0.27503, 2.10274, 0.85042]],
  "nbo_charge": [0.10, -1.05, -0.64, -0.36, -1.06, 0.29, 0.28, 0.22, 0.24, 1.58, 0.17, 0.20, 0.26, 0.22, 0.20, 0.22, -0.72, 0.21, -0.71, -0.66]
}



{
  "formula": "C6H10NS",
  "method": "the ωB97M-V functional and the def2-TZVPD basis",
  "e_lumo_ev": -3.705,
  "energy_ha": -687.22582,
  "smiles": "[NH3+][C@@]1(S)C=CC=CC1",
  "total_charge": 1,
  "e_above_lowest_kj_mol": 149.0,
  "largest_force_ev_per_a": 5.3,
  "e_homo_ev": -12.791,
  "symbols": ["C", "H", "N", "H", "C", "H", "H", "H", "C", "C", "H", "H", "C", "H", "S", "H", "C", "H"],
  "positions_angstrom": [[0.83101, -0.62724, 1.57555], [1.04043, 0.40230, -2.45542], [0.59468, 1.00145, -1.70995], [-1.95868, 0.93277, -0.56977], [-1.51550, -0.18452, 1.26928], [0.93635, 1.83752, -1.33371], [2.14226, -0.07100, 0.27192], [-0.81941, -1.33996, 2.89232], [0.12884, 0.09114, -0.68143], [1.15463, -0.25989, 0.33838], [-2.49777, -0.37519, 1.58827], [1.10821, -1.86066, -1.76907], [-1.13141, 0.58571, 0.02875], [-0.61790, 1.55516, 0.50446], [-0.20184, -1.49859, -1.74808], [1.61756, -0.88921, 2.11872], [-0.56767, -0.77136, 1.99541], [-0.24380, 1.47158, -2.31560]],
  "nbo_charge": [-0.12, 0.49, -0.73, 0.25, -0.15, 0.44, 0.23, 0.24, 0.05, -0.29, 0.24, 0.15, -0.47, 0.23, -0.03, 0.22, -0.22, 0.46]
}



{
  "formula": "C6H10NS2",
  "method": "the ωB97M-V functional and the def2-TZVPD basis",
  "e_lumo_ev": -3.819,
  "energy_ha": -1085.43122,
  "smiles": "Cc1ccsc1[C@@H]([NH3+])S",
  "total_charge": 1,
  "e_above_lowest_kj_mol": 82.9,
  "largest_force_ev_per_a": 4.4,
  "e_homo_ev": -12.483,
  "symbols": ["H", "C", "S", "H", "C", "H", "H", "H", "S", "H", "H", "C", "C", "N", "C", "H", "H", "H", "C"],
  "positions_angstrom": [[-1.45843, 2.14132, 1.49979], [1.04372, -0.26643, -0.69030], [-2.56008, -0.09234, -1.12197], [-3.03151, 1.59078, 1.22961], [2.62265, 1.41750, -0.32690], [-0.01499, -2.04000, -0.39072], [-1.56606, -0.32599, 1.05398], [3.08734, -0.55250, -1.28392], [1.16609, 2.07954, 0.29600], [-2.38335, 1.07376, -1.80706], [1.33806, -2.36603, -1.50510], [2.38623, 0.11235, -0.76170], [-1.48700, 0.46536, 0.26157], [-2.12332, 1.71966, 0.77643], [0.55676, -1.68184, -1.14624], [-2.38793, 2.26850, -0.11148], [-0.10590, -1.52197, -2.01445], [3.50482, 1.88705, -0.15721], [0.27706, 0.71606, -0.11332]],
  "nbo_charge": [0.46, -0.06, 0.07, 0.45, -0.37, 0.21, 0.26, 0.25, 0.46, 0.12, 0.24, -0.22, -0.19, -0.73, -0.62, 0.46, 0.23, 0.25, -0.28]
}



{
  "formula": "C6H10O",
  "method": "the ωB97M-V functional and the def2-TZVPD basis",
  "e_lumo_ev": 0.656,
  "energy_ha": -309.79907,
  "smiles": "C1=CCCC1.C=O",
  "total_charge": 0,
  "e_above_lowest_kj_mol": 113.7,
  "largest_force_ev_per_a": 0.7,
  "e_homo_ev": -8.804,
  "symbols": ["H", "C", "H", "H", "C", "H", "H", "H", "C", "O", "C", "H", "H", "C", "C", "H", "H"],
  "positions_angstrom": [[-0.61737, 1.45488, 0.42115], [-0.72388, 0.82186, -1.61614], [1.43224, -0.88662, -0.47887], [0.43280, -2.14204, -1.21859], [-0.68060, -0.78698, 0.12646], [-2.19899, 0.81953, -0.00822], [-1.54054, -1.42483, -0.10345], [-1.05493, 1.64948, -2.23648], [0.43440, -1.09470, -0.89318], [1.40126, 1.01569, 1.39874], [1.33462, 0.57242, 2.51632], [2.14208, -0.05536, 2.93618], [0.54729, -0.21741, -3.00212], [-1.12296, 0.67603, -0.16543], [0.11526, -0.13290, -2.00960], [-0.37306, -1.03866, 1.14894], [0.47238, 0.76960, 3.18428]],
  "nbo_charge": [0.23, -0.19, 0.21, 0.21, -0.39, 0.20, 0.20, 0.21, -0.44, -0.50, 0.28, 0.11, 0.21, -0.45, -0.19, 0.20, 0.11]
}



{
  "formula": "C6H10O",
  "method": "the ωB97M-V functional and the def2-TZVPD basis",
  "e_lumo_ev": 0.996,
  "energy_ha": -309.78909,
  "smiles": "C=CCCCC=O",
  "total_charge": 0,
  "e_above_lowest_kj_mol": 139.9,
  "largest_force_ev_per_a": 2.1,
  "e_homo_ev": -9.285,
  "symbols": ["C", "H", "H", "C", "H", "H", "C", "H", "O", "C", "C", "H", "H", "C", "H", "H", "H"],
  "positions_angstrom": [[0.56699, -0.94501, 1.77364], [0.33157, -2.81253, 0.93297], [0.26976, 1.63990, 1.27522], [1.05675, -2.10219, 1.31841], [0.82428, 1.96953, -0.95435], [0.28424, -0.67777, -2.05313], [-0.15449, 0.31924, -1.84182], [1.13432, -0.39773, 2.52752], [-0.99727, 0.91796, -2.44462], [0.57190, 0.94477, -0.65767], [-0.31381, 1.04067, 0.58452], [-1.25779, -0.95404, 0.66548], [-1.22770, 0.09560, 2.15230], [-0.67407, -0.27998, 1.28425], [-1.22295, 1.56918, 0.31168], [2.09780, -2.32935, 1.14744], [1.56502, 0.54112, -0.45828]],
  "nbo_charge": [-0.16, 0.18, 0.21, -0.42, 0.23, 0.10, 0.45, 0.19, -0.51, -0.52, -0.37, 0.21, 0.21, -0.45, 0.22, 0.21, 0.22]
}



{
  "formula": "C6H10O",
  "method": "the ωB97M-V functional and the def2-TZVPD basis",
  "e_lumo_ev": 1.050,
  "energy_ha": -309.78619,
  "smiles": "O=CCCC1CC1",
  "total_charge": 0,
  "e_above_lowest_kj_mol": 147.5,
  "largest_force_ev_per_a": 1.2,
  "e_homo_ev": -9.763,
  "symbols": ["C", "C", "H", "C", "C", "H", "C", "H", "H", "O", "H", "H", "H", "H", "H", "C", "H"],
  "positions_angstrom": [[1.55213, -0.04217, -0.16823], [-1.20891, -0.61423, -0.67225], [1.75836, -0.40006, -1.18460], [-0.83155, 0.83862, -0.52091], [-1.65029, 0.12829, 0.53795], [1.26194, -2.20064, 0.44882], [1.02975, -1.15314, 0.71810], [-1.83561, -1.03649, -1.44908], [-1.32316, 1.55697, -1.18000], [0.49272, -0.93055, 1.78509], [-2.68688, 0.34837, 0.78442], [-1.02108, -0.17679, 1.38772], [-0.37713, -1.30324, -0.43365], [2.51454, 0.21685, 0.29312], [0.68121, 1.68837, 0.77941], [0.62701, 1.18584, -0.19241], [1.01693, 1.89400, -0.93349]],
  "nbo_charge": [-0.51, -0.40, 0.22, -0.23, -0.44, 0.14, 0.40, 0.22, 0.22, -0.56, 0.22, 0.26, 0.19, 0.24, 0.22, -0.40, 0.22]
}



{
  "formula": "C6H10O",
  "method": "the ωB97M-V functional and the def2-TZVPD basis",
  "e_lumo_ev": 0.862,
  "energy_ha": -309.68087,
  "total_charge": 0,
  "e_above_lowest_kj_mol": 424.0,
  "largest_force_ev_per_a": 4.5,
  "e_homo_ev": -9.542,
  "symbols": ["H", "H", "C", "H", "C", "C", "O", "H", "H", "H", "H", "C", "C", "H", "C", "H", "H"],
  "positions_angstrom": [[1.20075, 0.46712, 1.54976], [-0.20455, 0.25861, -2.30757], [0.87383, 0.13360, 0.61604], [-0.56415, 1.85658, 1.57497], [-0.21309, -0.84074, 0.98090], [-0.69527, 0.04467, -1.29193], [-0.90505, 1.60643, 0.67754], [-1.80673, 0.18153, -1.39239], [1.91066, -1.93273, -0.04562], [0.70566, -1.34681, 1.72020], [-1.19726, -0.30084, 1.33488], [1.25575, -1.01724, -0.39047], [-0.33144, -1.19958, -0.48426], [-0.71289, -1.98865, -0.99430], [0.01229, 1.03885, -0.20600], [1.86626, -0.62704, -1.29940], [0.63022, 1.62344, -0.90648]],
  "nbo_charge": [0.21, 0.21, -0.31, 0.48, -0.40, -0.41, -0.73, 0.22, 0.23, 0.23, 0.24, -0.39, -0.25, 0.21, 0.10, 0.19, 0.16]
}